# 1
DFT (the ωB97M-V functional and the def2-TZVPD basis) results for an isolated ion of composition C4H6F3N2O2 and charge +1 at a distorted geometry.

Cartesian coordinates (Å):
N (2.0145, 1.7050, 0.6896)
C (1.0700, 0.9776, 0.0912)
C (-0.2086, 0.4221, 0.7698)
C (-0.4964, -0.7879, -0.0793)
O (0.3430, -1.7991, 0.1644)
C (-1.9611, -1.0857, -0.2930)
F (-2.5731, 0.0501, -0.6832)
F (-2.1065, -2.0970, -1.1425)
F (-2.4745, -1.5197, 0.9276)
O (0.0064, -0.1259, -1.5120)
N (1.0497, 0.6167, -1.1061)
H (1.7298, 1.8734, 1.6922)
H (2.7825, 2.2716, 0.2082)
H (-0.1099, -0.0573, 1.7575)
H (-1.0352, 1.1430, 0.8985)
H (0.3152, -2.6399, -0.4494)
H (1.6542, 1.0531, -1.9335)

net charge: +1
SMILES: [NH2+]=C1C[C@@](O)(C(F)(F)F)ON1
energy: -19464.10114 eV
energy relative to the best compared isomer or geometry (same formula, charge and spin): 0.0051 eV
largest force on an atom: 5.71 eV Å⁻¹
gap between HOMO and LUMO: 0.406 hartree
E_HOMO: -0.531 Eh


# 2
DFT (the ωB97M-V functional and the def2-TZVPD basis) results for a 2-piece molecular cluster, C11H15N overall at a distorted geometry.

Cartesian coordinates (Å):
C (3.3159, 0.4112, -0.3318)
C (2.0566, 1.2393, -0.3615)
C (2.0722, 2.5298, -0.7481)
N (0.8072, 3.0948, -0.7233)
C (-0.0665, 2.0221, -0.4674)
C (-1.4239, 2.0490, -0.2828)
C (-2.1007, 0.8626, 0.0454)
C (-1.3126, -0.2223, 0.3689)
C (0.0711, -0.3405, 0.2127)
C (0.6864, 0.8218, -0.2957)
H (3.2938, -0.1749, 0.5997)
H (4.2629, 0.9383, -0.2260)
H (3.3895, -0.2922, -1.1609)
H (2.9644, 3.1266, -0.8623)
H (0.4967, 4.0388, -0.9038)
H (-2.0996, 2.8723, -0.5013)
H (-3.1765, 0.9137, 0.0884)
H (-1.8126, -1.0414, 0.8903)
H (0.6178, -1.1923, 0.5766)
C (-1.9810, -4.4220, 1.6505)
C (-1.7527, -5.2265, 0.3655)
H (-2.9386, -4.5472, 2.1597)
H (-1.3021, -4.7780, 2.4184)
H (-1.7708, -3.3916, 1.3684)
H (-1.9723, -6.2820, 0.5338)
H (-2.2892, -4.8116, -0.4875)
H (-0.7082, -5.1805, 0.0484)

SMILES: Cc1c[nH]c2ccccc12.CC
energy: -13139.93076 eV
energy relative to the best compared isomer or geometry (same formula, charge and spin): 0.8605 eV
largest force on an atom: 2.58 eV Å⁻¹
gap between HOMO and LUMO: 0.322 hartree
E_HOMO: -0.286 Eh


# 3
DFT (the ωB97M-V functional and the def2-TZVPD basis) results for one molecule with the formula C20H25NO7.

Cartesian coordinates (Å):
C (3.7610, -3.1448, 0.0792)
C (2.6340, -3.2070, -0.9465)
O (2.3725, -1.9549, -1.5535)
C (1.7264, -0.9769, -0.8512)
C (1.1367, -1.1842, 0.3831)
C (0.4245, -0.1659, 1.0113)
C (-0.1899, -0.4649, 2.3181)
O (-0.1130, -1.5271, 2.8856)
O (-0.8621, 0.5949, 2.8168)
C (-1.5419, 0.4223, 4.0495)
C (-3.0588, 0.5784, 3.9150)
O (-3.7898, 0.4613, 4.8735)
N (-3.4772, 0.8771, 2.6731)
C (-4.8813, 0.9739, 2.3231)
C (-5.3050, -0.1739, 1.4676)
C (-5.8345, -1.3907, 1.7815)
C (-5.9831, -2.0858, 0.5563)
C (-5.5283, -1.2423, -0.4079)
O (-5.1133, -0.0842, 0.1312)
C (0.3151, 1.0722, 0.4014)
C (0.9134, 1.3145, -0.8312)
O (0.6728, 2.5608, -1.3235)
C (1.5995, 3.2269, -2.1665)
C (2.9456, 3.4520, -1.4874)
C (1.6302, 0.2875, -1.4777)
O (2.1442, 0.5601, -2.7109)
C (3.3447, -0.0570, -3.1584)
C (3.9378, 0.8300, -4.2442)
H (3.9563, -4.1415, 0.4644)
H (4.6668, -2.7640, -0.3871)
H (3.4981, -2.4933, 0.9086)
H (2.9291, -3.8451, -1.7844)
H (1.7217, -3.6214, -0.5030)
H (1.1840, -2.1363, 0.8841)
H (-1.3293, -0.5746, 4.4539)
H (-1.1756, 1.1751, 4.7539)
H (-2.7983, 0.9212, 1.9273)
H (-5.0546, 1.9150, 1.7923)
H (-5.4372, 0.9642, 3.2632)
H (-6.0866, -1.7412, 2.7608)
H (-6.3740, -3.0727, 0.4186)
H (-5.4514, -1.3422, -1.4724)
H (-0.2209, 1.8804, 0.8701)
H (1.1148, 4.1870, -2.3652)
H (1.7265, 2.6894, -3.1096)
H (3.4380, 2.5032, -1.2881)
H (3.5846, 4.0527, -2.1292)
H (2.8055, 3.9724, -0.5426)
H (3.1273, -1.0508, -3.5622)
H (4.0486, -0.1628, -2.3253)
H (4.1996, 1.8052, -3.8422)
H (4.8307, 0.3619, -4.6490)
H (3.2156, 0.9657, -5.0445)

SMILES: CCOc1cc(C(=O)OCC(=O)NCc2ccco2)cc(OCC)c1OCC
energy: -36967.41195 eV
energy relative to the best compared isomer or geometry (same formula, charge and spin): 0.0249 eV
largest force on an atom: 0.93 eV Å⁻¹
gap between HOMO and LUMO: 0.334 hartree
E_HOMO: -0.313 Eh


# 4
DFT (the ωB97M-V functional and the def2-TZVPD basis) results for C47H42AuN2O5S2 as an isolated structure.

Cartesian coordinates (Å):
Au (-1.2728, -1.4540, 0.3116)
C (-2.5953, -5.5392, -0.3758)
C (-2.5610, -4.0354, -0.3386)
N (-1.4495, -3.4381, -0.0357)
N (-0.3447, -4.2468, 0.2298)
C (0.5264, -3.6992, 0.9917)
S (0.4720, -2.1210, 1.6788)
S (1.9686, -4.6676, 1.3858)
C (2.5064, -4.9559, -0.3477)
C (3.1615, -3.7658, -0.9738)
C (2.5071, -2.9242, -1.7796)
C (3.2036, -1.7585, -2.3986)
C (4.7547, -1.7958, -2.4096)
C (5.3230, -2.6500, -1.3191)
C (4.5829, -3.5362, -0.6579)
C (-3.7937, -3.3163, -0.6437)
C (-5.0045, -4.0391, -0.6698)
C (-6.1948, -3.4706, -1.0464)
C (-6.2054, -2.1270, -1.4443)
C (-5.0549, -1.3859, -1.4244)
C (-3.8232, -1.9380, -0.9928)
O (-2.7951, -1.1464, -1.0040)
H (-3.1479, -5.8825, -1.2476)
H (-3.1082, -5.9019, 0.5179)
H (-1.5927, -5.9478, -0.3821)
H (1.6230, -5.2736, -0.8954)
H (3.1967, -5.7988, -0.2779)
H (1.4506, -3.0511, -1.9864)
H (2.8022, -1.5537, -3.3913)
H (5.2299, -2.0420, -3.3669)
H (6.3759, -2.5280, -1.0809)
H (5.0262, -4.1382, 0.1298)
H (-5.0032, -5.0772, -0.3680)
H (-7.1068, -4.0519, -1.0368)
H (-7.1330, -1.6648, -1.7611)
H (-5.0414, -0.3427, -1.7117)
C (3.5828, 2.2914, 2.1469)
C (2.2538, 2.8092, 1.6043)
C (2.1444, 4.3187, 1.6732)
O (2.0769, 2.4089, 0.2726)
C (1.4214, 1.1377, 0.2797)
C (0.5773, 1.1817, 1.5922)
O (1.1893, 2.2238, 2.3469)
C (-0.9648, 1.2541, 1.7080)
O (-1.5707, 0.4675, 0.7292)
C (-1.4117, 0.7265, 3.0917)
C (-0.5847, 0.1008, 4.0158)
C (-1.0999, -0.4456, 5.1884)
C (-2.4549, -0.3783, 5.4581)
C (-3.2940, 0.2506, 4.5447)
C (-2.7759, 0.7947, 3.3838)
C (-1.5482, 2.6741, 1.5988)
C (-1.2796, 3.6149, 2.5948)
C (-1.8771, 4.8637, 2.5739)
C (-2.7820, 5.1868, 1.5700)
C (-3.0755, 4.2477, 0.5964)
C (-2.4587, 3.0012, 0.6056)
C (0.9896, 0.7024, -1.1642)
O (0.5452, -0.5915, -1.1322)
C (2.3124, 0.6678, -1.9699)
C (2.5979, 1.4116, -3.0434)
C (3.8787, 1.3008, -3.7492)
C (4.8939, 0.5683, -3.2938)
C (4.7577, -0.2810, -2.0701)
C (3.2807, -0.4221, -1.5983)
C (0.0462, 1.6585, -1.9109)
C (-0.9811, 1.0883, -2.6541)
C (-1.7901, 1.8640, -3.4724)
C (-1.5701, 3.2306, -3.5852)
C (-0.5407, 3.8089, -2.8575)
C (0.2549, 3.0333, -2.0251)
H (4.4042, 2.6684, 1.5363)
H (3.5947, 1.2009, 2.1202)
H (3.7215, 2.6144, 3.1793)
H (2.9172, 4.7691, 1.0489)
H (2.2720, 4.6610, 2.7010)
H (1.1627, 4.6245, 1.3142)
H (2.1629, 0.3715, 0.5271)
H (0.8379, 0.2494, 2.0903)
H (0.4842, 0.0412, 3.8625)
H (-0.4274, -0.9275, 5.8878)
H (-2.8561, -0.8064, 6.3687)
H (-4.3582, 0.3163, 4.7373)
H (-3.4418, 1.2707, 2.6747)
H (-0.6049, 3.3580, 3.4004)
H (-1.6488, 5.5812, 3.3537)
H (-3.2581, 6.1604, 1.5557)
H (-3.7800, 4.4818, -0.1916)
H (-2.6902, 2.2681, -0.1521)
H (1.9039, 2.1599, -3.4005)
H (4.0101, 1.8959, -4.6474)
H (5.8530, 0.5687, -3.8044)
H (5.4896, 0.0102, -1.3068)
H (3.2392, -0.6688, -0.5394)
H (-1.1307, 0.0221, -2.5732)
H (-2.5901, 1.3937, -4.0339)
H (-2.1948, 3.8375, -4.2314)
H (-0.3599, 4.8759, -2.9258)
H (1.0621, 3.4969, -1.4778)

net charge: -1
energy: -87999.16280 eV
largest force on an atom: 0.44 eV Å⁻¹
gap between HOMO and LUMO: 0.224 hartree
E_HOMO: -0.163 Eh


# 5
DFT (the ωB97M-V functional and the def2-TZVPD basis) results for C13H23BrIN5O2Pt as an isolated structure at a distorted geometry.

Cartesian coordinates (Å):
Pt (0.9961, 2.1807, 0.2570)
N (2.2595, 0.2214, 1.9977)
C (3.0216, -0.7070, 1.1099)
C (3.9749, 0.0488, 0.1814)
C (3.3938, 0.6024, -1.1291)
N (2.8131, 1.9547, -0.9308)
C (2.4102, -0.3647, -1.7999)
C (1.3755, -0.9920, -0.8618)
N (0.3905, 0.0132, -0.4725)
C (2.0628, -1.6231, 0.3536)
H (2.8830, 0.6784, 2.6670)
H (1.5568, -0.3024, 2.5260)
H (1.7027, 1.0316, 1.3955)
H (3.6325, -1.3351, 1.7701)
H (4.7673, -0.6482, -0.0875)
H (4.4508, 0.8639, 0.7288)
H (4.2376, 0.7160, -1.8233)
H (2.5570, 2.3297, -1.8470)
H (3.5485, 2.5683, -0.5742)
H (2.9885, -1.1703, -2.2493)
H (1.8898, 0.1533, -2.6079)
H (0.8799, -1.8064, -1.4144)
H (-0.2469, -0.3211, 0.2464)
H (-0.1810, 0.2959, -1.2673)
H (2.6419, -2.4722, -0.0078)
H (1.3184, -2.0234, 1.0435)
N (0.2662, 4.3145, 1.1847)
N (-1.0643, 4.0853, 1.5934)
C (-1.6071, 2.8281, 1.4536)
O (-2.8366, 2.7131, 1.4680)
O (-0.8033, 1.8543, 1.3369)
H (0.8227, 4.6822, 1.9588)
H (0.2876, 4.9923, 0.4199)
H (-1.7036, 4.8663, 1.6748)
Br (-6.1495, -0.9160, 1.5308)
C (-5.2356, -1.9067, 0.1955)
C (-5.6600, -3.1894, -0.1272)
C (-4.9622, -3.9192, -1.0726)
C (-3.8570, -3.3671, -1.7120)
C (-3.4381, -2.0881, -1.3975)
C (-4.1316, -1.3459, -0.4507)
I (-3.5436, 0.6176, 0.0455)
H (-6.5173, -3.6075, 0.3772)
H (-5.2588, -4.9319, -1.2960)
H (-3.3340, -3.9276, -2.4709)
H (-2.6003, -1.6487, -1.9157)

net charge: +2
energy: -106773.28657 eV
energy relative to the best compared isomer or geometry (same formula, charge and spin): 2.6348 eV
largest force on an atom: 4.26 eV Å⁻¹
gap between HOMO and LUMO: 0.131 hartree
E_HOMO: -0.461 Eh


Q: Which of these has the lowest gap between HOMO and LUMO?
A: C13H23BrIN5O2Pt


Please write out number 3 again, unchanged.
DFT (the ωB97M-V functional and the def2-TZVPD basis) results for one molecule with the formula C20H25NO7.

Cartesian coordinates (Å):
C (3.7610, -3.1448, 0.0792)
C (2.6340, -3.2070, -0.9465)
O (2.3725, -1.9549, -1.5535)
C (1.7264, -0.9769, -0.8512)
C (1.1367, -1.1842, 0.3831)
C (0.4245, -0.1659, 1.0113)
C (-0.1899, -0.4649, 2.3181)
O (-0.1130, -1.5271, 2.8856)
O (-0.8621, 0.5949, 2.8168)
C (-1.5419, 0.4223, 4.0495)
C (-3.0588, 0.5784, 3.9150)
O (-3.7898, 0.4613, 4.8735)
N (-3.4772, 0.8771, 2.6731)
C (-4.8813, 0.9739, 2.3231)
C (-5.3050, -0.1739, 1.4676)
C (-5.8345, -1.3907, 1.7815)
C (-5.9831, -2.0858, 0.5563)
C (-5.5283, -1.2423, -0.4079)
O (-5.1133, -0.0842, 0.1312)
C (0.3151, 1.0722, 0.4014)
C (0.9134, 1.3145, -0.8312)
O (0.6728, 2.5608, -1.3235)
C (1.5995, 3.2269, -2.1665)
C (2.9456, 3.4520, -1.4874)
C (1.6302, 0.2875, -1.4777)
O (2.1442, 0.5601, -2.7109)
C (3.3447, -0.0570, -3.1584)
C (3.9378, 0.8300, -4.2442)
H (3.9563, -4.1415, 0.4644)
H (4.6668, -2.7640, -0.3871)
H (3.4981, -2.4933, 0.9086)
H (2.9291, -3.8451, -1.7844)
H (1.7217, -3.6214, -0.5030)
H (1.1840, -2.1363, 0.8841)
H (-1.3293, -0.5746, 4.4539)
H (-1.1756, 1.1751, 4.7539)
H (-2.7983, 0.9212, 1.9273)
H (-5.0546, 1.9150, 1.7923)
H (-5.4372, 0.9642, 3.2632)
H (-6.0866, -1.7412, 2.7608)
H (-6.3740, -3.0727, 0.4186)
H (-5.4514, -1.3422, -1.4724)
H (-0.2209, 1.8804, 0.8701)
H (1.1148, 4.1870, -2.3652)
H (1.7265, 2.6894, -3.1096)
H (3.4380, 2.5032, -1.2881)
H (3.5846, 4.0527, -2.1292)
H (2.8055, 3.9724, -0.5426)
H (3.1273, -1.0508, -3.5622)
H (4.0486, -0.1628, -2.3253)
H (4.1996, 1.8052, -3.8422)
H (4.8307, 0.3619, -4.6490)
H (3.2156, 0.9657, -5.0445)

SMILES: CCOc1cc(C(=O)OCC(=O)NCc2ccco2)cc(OCC)c1OCC
energy: -36967.41195 eV
energy relative to the best compared isomer or geometry (same formula, charge and spin): 0.0249 eV
largest force on an atom: 0.93 eV Å⁻¹
gap between HOMO and LUMO: 0.334 hartree
E_HOMO: -0.313 Eh